{
  "formula": "C37H30AsBrN2O4STl",
  "method": "ωB97M-V/def2-TZVPD",
  "total_charge": -1,
  "relative_energy_kj_mol": 236.30,
  "energy_ha": -7218.79521,
  "homo_lumo_gap_ev": 3.82,
  "homo_energy_ev": -2.371,
  "e_lumo_ev": 1.45,
  "elements": ["Tl", "O", "C", "C", "C", "C", "N", "C", "C", "C", "C", "C", "C", "O", "C", "C", "N", "H", "H", "H", "H", "H", "H", "H", "H", "H", "H", "H", "H", "S", "C", "C", "C", "C", "C", "C", "As", "C", "C", "C", "C", "C", "C", "C", "C", "C", "C", "C", "C", "H", "H", "H", "H", "H", "H", "H", "H", "H", "H", "H", "H", "H", "H", "Br", "C", "C", "C", "C", "C", "C", "C", "O", "O", "H", "H", "H", "H"],
  "positions_angstrom": [[-0.51903, 1.67171, -0.78410], [6.70090, 3.75860, -2.21896], [6.23670, 2.52290, -2.73989], [4.90521, 2.23275, -2.19240], [4.36662, 0.95718, -2.37934], [3.21433, 0.61686, -1.71134], [2.50408, 1.47727, -0.92636], [2.96795, 2.69998, -0.79124], [4.22959, 3.12242, -1.32832], [2.07667, 3.74828, -0.30179], [2.25477, 5.14347, -0.76030], [1.28484, 6.06218, -0.44210], [1.31621, 7.50765, -1.02828], [0.36127, 8.32754, -0.43439], [0.31896, 5.71914, 0.56999], [0.30381, 4.46431, 1.02626], [1.15808, 3.44198, 0.62579], [7.60264, 3.92992, -2.43580], [6.90569, 1.68171, -2.40743], [6.28044, 2.50209, -3.88292], [4.80412, 0.27517, -3.06619], [2.79950, -0.31464, -1.75502], [4.56434, 4.20336, -1.26835], [2.95448, 5.25503, -1.56720], [1.05013, 7.52025, -2.08499], [2.35820, 7.79955, -0.94782], [0.64569, 9.06348, 0.10639], [-0.35994, 6.48233, 0.89498], [-0.46690, 4.05188, 1.69553], [-3.08340, -0.12296, -1.65509], [-4.12704, -1.48364, -1.51528], [-5.28561, -1.78854, -2.25451], [-6.00668, -2.97616, -1.99471], [-5.63558, -3.73952, -0.85659], [-4.51889, -3.50537, -0.13005], [-3.71665, -2.46458, -0.55516], [-1.75327, -2.21140, -0.14771], [-0.53339, -2.47674, -1.65381], [-0.87799, -2.38219, -3.00415], [0.07796, -2.70536, -3.99234], [1.39535, -2.94387, -3.64964], [1.77191, -3.01530, -2.28634], [0.83128, -2.69944, -1.28654], [-1.52695, -4.04319, 0.61037], [-1.54827, -4.21265, 2.06361], [-1.33398, -5.48037, 2.60421], [-1.24060, -6.58522, 1.76077], [-1.41730, -6.46544, 0.38169], [-1.59343, -5.20934, -0.19178], [-5.43961, -1.14794, -3.12708], [-7.00462, -3.18835, -2.50270], [-6.23181, -4.64987, -0.70005], [-4.18979, -4.03536, 0.74109], [-1.90173, -2.09079, -3.28386], [-0.39230, -2.83074, -4.97508], [2.14684, -3.19254, -4.45421], [2.82641, -3.10485, -2.04070], [1.11254, -2.64383, -0.25918], [-1.58359, -3.20755, 2.62238], [-1.13351, -5.53215, 3.66156], [-1.17794, -7.58085, 2.21845], [-1.30552, -7.34778, -0.25242], [-1.77406, -5.22524, -1.29507], [-0.81831, 1.03200, 8.21846], [-1.02920, 0.83503, 6.37992], [-1.12660, 1.90260, 5.45860], [-1.14610, 1.64812, 4.06935], [-1.25820, 0.31650, 3.67571], [-1.16557, -0.75328, 4.57488], [-1.08437, -0.49588, 5.90799], [-1.48168, -0.06050, 2.20040], [-1.56798, -1.29222, 1.95423], [-1.57806, 0.90198, 1.38307], [-1.03312, 2.95049, 5.82684], [-1.09603, 2.50777, 3.34124], [-1.29139, -1.81863, 4.31091], [-0.97151, -1.30926, 6.63392]],
  "forces_ev_per_a": [[-1.0, -1.1, 0.2], [-1.1, 0.0, 0.2], [1.9, -0.3, -1.1], [-1.2, 0.3, 1.6], [-0.6, 0.8, 0.4], [0.2, 2.7, 1.1], [0.5, -0.7, -0.6], [1.8, 0.8, -1.5], [-0.2, 0.1, -1.1], [-0.7, 2.7, 2.0], [-1.5, -2.7, -0.2], [-0.2, 0.8, 1.0], [0.1, -1.4, 0.1], [-0.9, 0.4, 0.3], [1.2, 1.5, -1.8], [0.2, -3.4, 0.6], [0.0, 1.5, -0.9], [0.9, -0.1, -0.4], [-0.4, 0.7, -0.3], [-0.3, 0.1, 1.3], [0.4, -0.6, -0.3], [-1.0, -2.5, -0.4], [-0.2, -1.8, 0.3], [0.2, 0.6, -0.1], [0.2, -0.5, -0.2], [0.1, 0.6, 0.1], [0.7, -0.2, 0.0], [-0.3, 0.0, 0.1], [0.4, 0.7, -0.1], [-0.2, 1.3, -1.2], [0.2, -1.8, 1.0], [0.2, -0.4, -0.4], [-0.5, 0.9, 0.8], [-2.6, -1.2, -1.7], [1.4, 1.1, -0.1], [1.4, 0.9, -1.1], [0.1, 0.1, -0.3], [0.1, -0.8, -0.8], [0.6, -0.4, 0.0], [-1.5, 0.5, 0.4], [1.0, -1.1, -0.5], [-0.7, 1.6, -0.1], [-0.7, -0.4, -2.0], [-1.2, -0.9, 1.2], [0.9, 1.7, -2.0], [0.0, 0.9, -0.5], [-0.5, -0.6, 0.3], [0.4, 0.0, 0.5], [0.3, 0.2, -0.2], [-0.5, -0.2, 0.3], [1.7, 0.1, 0.5], [0.1, 0.4, 0.4], [-0.1, -0.8, 0.1], [0.5, -0.4, 0.1], [1.0, 0.3, -0.1], [-0.9, 0.3, 1.0], [-0.1, -0.3, 0.1], [0.2, -0.2, 0.7], [0.1, -2.0, -0.5], [-0.3, -0.4, 0.3], [0.3, 0.3, -0.3], [-0.3, 0.2, 0.2], [0.4, 0.6, 1.0], [0.0, 0.5, 0.7], [-0.5, -0.4, -2.2], [1.0, 0.4, 0.7], [-0.3, 0.2, 0.8], [0.3, -0.4, -1.3], [-0.9, -0.2, -0.1], [0.7, 0.8, 1.6], [0.0, -0.7, -0.3], [-0.2, 2.2, 2.8], [0.4, 0.1, 0.1], [-0.2, -0.9, -0.3], [-0.3, -1.4, 0.8], [0.3, 1.0, -0.5], [-0.2, 0.3, -0.3]]
}